Computed, not measured: a molecular structure, C32H55BN2P3Pt at a distorted geometry, with ωB97M-V/def2-TZVPD.

Each line ends with the Löwdin charge.
Element x y z (Å)
Pt (-0.4958, -0.0546, -0.3591)  0.667
C (-1.2865, -3.5237, 1.3451)  -0.101
C (-1.1739, -2.5160, 2.5073)  -0.673
C (-0.7161, -3.2575, 3.7634)  -0.080
C (-2.5593, -1.8803, 2.7487)  -0.091
P (0.0062, -1.1887, 1.9159)  1.058
C (1.5004, -2.1485, 1.3457)  -0.251
N (2.2595, -1.2076, 0.5515)  -0.015
B (1.5713, -0.2838, -0.3008)  -0.698
N (2.4592, 0.8277, -0.4674)  -0.017
C (2.0393, 2.1603, -0.8521)  -0.278
P (0.3058, 2.0782, -1.4971)  1.041
C (0.6715, 2.0860, -3.3283)  -0.681
C (-0.5622, 1.6426, -4.1021)  -0.102
C (1.1494, 3.4459, -3.8327)  -0.078
C (1.7628, 1.0229, -3.5547)  -0.085
C (-0.4511, 3.6841, -0.8960)  -0.685
C (0.4242, 4.9205, -1.1280)  -0.080
C (-1.8139, 3.8542, -1.5835)  -0.087
C (-0.6743, 3.5317, 0.6204)  -0.110
C (3.6411, 0.5703, 0.2488)  -0.179
C (4.7601, 1.3621, 0.4474)  -0.007
C (5.7731, 0.8718, 1.2676)  -0.082
C (5.6602, -0.3775, 1.8738)  -0.081
C (4.5324, -1.1709, 1.6794)  -0.020
C (3.5205, -0.6813, 0.8704)  -0.188
C (0.6423, -0.1218, 3.3198)  -0.653
C (1.3481, 1.1070, 2.6984)  -0.076
C (-0.5722, 0.3654, 4.1268)  -0.088
C (1.6360, -0.8394, 4.2359)  -0.067
H (-2.1967, -4.1204, 1.4739)  0.093
H (-1.3460, -3.0405, 0.3686)  0.039
H (-0.4408, -4.2159, 1.3285)  0.085
H (-1.4116, -4.0842, 3.9507)  0.098
H (0.2835, -3.6891, 3.6488)  0.086
H (-0.7232, -2.6203, 4.6492)  0.068
H (-3.3263, -2.6637, 2.7595)  0.095
H (-2.6124, -1.3552, 3.7013)  0.068
H (-2.8129, -1.1626, 1.9646)  0.033
H (2.0871, -2.5394, 2.1724)  0.091
H (1.1582, -2.9798, 0.7439)  0.083
H (2.0575, 2.8251, 0.0124)  0.094
H (2.7014, 2.5901, -1.6047)  0.089
H (-1.4056, 2.3271, -3.9906)  0.072
H (-0.3214, 1.5729, -5.1694)  0.102
H (-0.8565, 0.6614, -3.7587)  0.034
H (0.3386, 4.1776, -3.8675)  0.073
H (1.9644, 3.8571, -3.2291)  0.079
H (1.5265, 3.3231, -4.8551)  0.100
H (1.5613, 0.0988, -3.0071)  0.062
H (1.7916, 0.7790, -4.6226)  0.098
H (2.7568, 1.3796, -3.2713)  0.086
H (0.4283, 5.2374, -2.1707)  0.063
H (0.0261, 5.7502, -0.5339)  0.097
H (1.4603, 4.7662, -0.8127)  0.080
H (-1.7117, 4.0834, -2.6488)  0.072
H (-2.4291, 2.9522, -1.4784)  0.066
H (-2.3563, 4.6833, -1.1168)  0.094
H (0.2600, 3.6255, 1.1828)  0.076
H (-1.3441, 4.3292, 0.9589)  0.094
H (-1.1327, 2.5819, 0.8781)  0.040
H (4.8476, 2.3367, -0.0196)  0.113
H (6.6623, 1.4686, 1.4350)  0.106
H (6.4682, -0.7405, 2.4989)  0.106
H (4.4513, -2.1467, 2.1512)  0.116
H (0.8469, 1.4609, 1.7970)  0.028
H (1.3423, 1.9298, 3.4228)  0.099
H (2.3898, 0.8926, 2.4499)  0.082
H (-1.3446, 0.8062, 3.4836)  0.085
H (-1.0254, -0.4351, 4.7176)  0.066
H (-0.2398, 1.1414, 4.8255)  0.093
H (2.5674, -1.0770, 3.7151)  0.066
H (1.8953, -0.1621, 5.0590)  0.102
H (1.2360, -1.7528, 4.6756)  0.066
C (-4.0029, -0.4082, -0.3568)  -0.243
P (-2.5393, -0.7108, -1.3981)  0.748
C (-3.1744, -0.0888, -2.9873)  -0.239
C (-2.5217, -2.5020, -1.7031)  -0.409
C (-3.5015, -3.3690, -1.2258)  -0.099
C (-3.4329, -4.7285, -1.5182)  -0.069
C (-2.3895, -5.2257, -2.2860)  -0.066
C (-1.4054, -4.3659, -2.7627)  -0.064
C (-1.4675, -3.0119, -2.4677)  -0.107
H (-3.9403, -0.9292, 0.5953)  0.013
H (-4.8873, -0.7417, -0.8982)  0.057
H (-4.0843, 0.6624, -0.1608)  0.054
H (-4.1566, -0.5367, -3.1348)  0.061
H (-2.5352, -0.3913, -3.8089)  0.039
H (-3.2655, 0.9986, -2.9780)  0.042
H (-4.3219, -2.9988, -0.6198)  0.102
H (-4.1975, -5.3981, -1.1441)  0.111
H (-2.3423, -6.2850, -2.5147)  0.112
H (-0.5854, -4.7539, -3.3572)  0.111
H (-0.6789, -2.3460, -2.8055)  0.096

Forces on the atoms, in the same order (eV/Å):
-0.4 0.9 0.5
0.0 -0.1 0.1
-0.2 0.2 -0.1
0.0 -0.1 0.1
0.1 -0.1 0.0
0.0 -0.2 -0.6
0.0 0.2 0.2
0.3 -0.1 0.0
0.3 -0.2 -0.1
0.3 0.2 -0.1
0.1 -0.3 0.1
-0.2 -0.4 0.5
-0.1 -0.1 0.0
0.0 0.2 -0.2
0.1 0.0 -0.2
0.1 0.0 -0.2
-0.1 0.0 0.0
0.0 0.2 0.0
0.0 0.0 0.0
0.1 0.2 -0.1
-0.3 0.2 -0.2
0.0 0.0 0.0
0.0 0.0 0.0
0.0 0.0 0.0
0.0 -0.1 0.1
-0.3 -0.2 0.0
-0.1 0.2 -0.1
0.0 0.0 0.2
0.0 0.1 0.0
0.1 0.1 0.1
0.1 0.1 0.0
0.0 0.0 0.1
-0.1 0.1 0.0
0.1 0.1 0.0
-0.1 0.0 0.0
0.0 -0.1 -0.1
0.1 0.1 0.0
0.0 0.0 0.0
0.1 -0.1 0.2
0.0 0.0 0.1
0.0 -0.2 -0.1
0.0 0.0 0.2
0.0 0.1 0.0
0.0 0.0 0.0
0.0 0.0 0.1
-0.1 -0.2 0.0
0.1 -0.1 0.0
-0.1 0.0 -0.1
0.0 0.0 0.1
0.0 0.1 -0.1
0.0 0.1 0.1
-0.1 -0.1 0.0
0.0 0.0 0.2
0.0 -0.1 0.0
-0.1 0.0 0.0
0.0 0.0 0.1
0.1 0.1 0.0
0.1 -0.1 -0.1
-0.1 0.0 -0.1
0.1 0.0 0.0
-0.1 -0.2 0.0
0.0 0.0 0.0
-0.1 0.0 0.0
-0.1 0.0 0.0
0.0 0.1 -0.1
-0.1 0.0 0.0
0.0 -0.1 0.0
-0.1 0.0 0.0
0.1 -0.1 0.1
0.1 0.1 -0.1
0.0 -0.1 -0.1
-0.1 0.0 0.0
0.0 -0.1 -0.1
0.0 0.1 0.0
0.1 0.1 0.1
0.6 -0.3 -0.2
0.0 0.1 0.1
0.0 0.0 -0.1
-0.1 0.0 -0.1
0.0 0.1 0.0
0.0 0.0 0.0
0.0 0.1 0.0
0.0 0.0 0.1
-0.1 0.0 -0.1
-0.1 0.0 0.0
0.0 0.0 0.0
-0.1 0.0 0.0
0.0 0.0 0.0
0.0 -0.1 0.0
0.1 0.0 -0.1
0.0 0.0 0.0
0.0 0.1 0.0
-0.1 0.0 0.0
0.0 0.0 0.0

Multiplicity ... 3
HOMO energy (alpha / beta) ... -8.44 / -10.25 eV
Expectation value of S² ... 2.01
Total charge ... +1
Calculated total energy ... -2529.967684 Ha
HOMO-LUMO gap (alpha / beta) ... 0.24858 / 0.19906 hartree
Energy relative to the best compared isomer or geometry (same formula, charge and spin) ... 0.0 kcal per mole
LUMO (alpha / beta) ... -1.67 / -4.83 eV


Computed, not measured: 2 unconnected molecules or ions with the total composition H4O2 at a distorted geometry, with ωB97M-V/def2-TZVPD.

Each line ends with the Löwdin charge.
Element x y z (Å)
H (-0.5134, -0.1146, 0.5787)  0.000
H (-2.0792, 0.3122, 0.7798)  0.061
H (1.3882, -0.0703, -1.6331)  0.053
H (1.5889, 0.0403, -0.0937)  0.049
O (-1.3125, -0.2070, 1.1601)  -0.112
O (0.9280, 0.0393, -0.7919)  -0.051

Forces on the atoms, in the same order (eV/Å):
-1.6 0.1 0.3
1.8 -0.9 0.4
0.0 0.0 0.3
0.3 0.0 -0.2
-0.4 0.7 -0.8
-0.1 0.0 0.0

HOMO energy ... -10.88 eV
Calculated total energy ... -152.869010 Ha
HOMO-LUMO gap ... 0.42380 hartree
Energy relative to the best compared isomer or geometry (same formula, charge and spin) ... 3.7 kcal per mole
LUMO ... 0.65 eV
SMILES ... O.O


Computed, not measured: a gas-phase ion, C6H13N2 (charge +1) at a distorted geometry, with ωB97M-V/def2-TZVPD.

Each line ends with the Löwdin charge.
Element x y z (Å)
C (0.7171, -1.6415, 0.3396)  -0.159
C (-2.2726, -0.1711, 0.0720)  -0.093
C (-1.0722, 0.3787, 0.8747)  -0.115
C (-1.2180, -0.6382, -0.9955)  -0.051
C (-0.0348, -0.3700, -0.0090)  -0.326
C (1.5952, 1.7893, 0.2216)  0.021
N (1.9279, -1.7594, 0.0593)  0.130
N (1.0175, 0.6931, -0.5831)  0.054
H (-0.0631, -2.5061, 0.7277)  0.201
H (-2.7433, -0.8388, 0.6978)  0.085
H (-3.0412, 0.5282, -0.2312)  0.116
H (-1.1497, 1.3997, 0.7521)  0.085
H (-0.9386, 0.1837, 2.0058)  0.156
H (-1.2131, -1.6041, -1.2811)  0.068
H (-1.0077, 0.0633, -1.8983)  0.156
H (1.1295, 2.6649, 0.0564)  0.054
H (1.2948, 1.5466, 1.2963)  0.140
H (2.6094, 2.0107, -0.0572)  0.109
H (2.2063, -2.7181, 0.2664)  0.091
H (1.6719, -0.0273, -0.8593)  0.115
H (0.5845, 1.0162, -1.4551)  0.163

Forces on the atoms, in the same order (eV/Å):
-3.3 -0.8 1.0
1.8 1.1 -0.8
0.4 -2.2 2.7
0.8 3.8 0.0
-0.5 2.5 0.1
-0.1 -2.8 2.5
0.1 -0.6 0.2
-1.5 -1.7 -1.2
2.2 2.0 -0.7
-1.1 -2.4 0.5
0.2 0.3 -0.2
1.0 2.4 -0.3
-0.7 0.2 -1.7
-0.4 -3.2 -1.4
-1.2 -1.3 1.3
-2.2 2.8 -1.0
1.4 0.3 -1.2
0.7 -0.7 0.5
0.5 0.1 -0.2
1.5 0.1 -0.2
0.3 0.2 0.3

HOMO energy ... -14.97 eV
Total charge ... +1
Calculated total energy ... -345.586024 Ha
HOMO-LUMO gap ... 0.44683 hartree
Energy relative to the best compared isomer or geometry (same formula, charge and spin) ... 69.0 kcal per mole
LUMO ... -2.81 eV
SMILES ... [H]/N=C/C1([NH2+]C)CCC1


Computed, not measured: 2 unconnected molecules or ions with the total composition C4H7NO at a distorted geometry, with ωB97M-V/def2-TZVPD.

Each line ends with the Löwdin charge.
Element x y z (Å)
C (-0.1449, 0.2567, 1.7018)  -0.114
C (-0.3180, 0.8211, 0.2860)  -0.264
C (0.8498, 0.5066, -0.6034)  -0.275
N (0.6806, 0.0450, -1.7750)  0.078
C (-1.3576, -2.1041, -1.3115)  -0.004
O (-1.1725, -2.7383, -2.2360)  0.020
H (-1.1156, 0.0956, 2.1777)  0.069
H (0.3705, -0.7092, 1.6850)  0.070
H (0.4316, 0.9300, 2.3440)  0.069
H (-1.2102, 0.4141, -0.1970)  0.074
H (1.8463, 0.6843, -0.1685)  0.116
H (-0.4392, 1.9118, 0.3316)  0.110
H (1.5789, -0.1137, -2.2345)  0.050

Forces on the atoms, in the same order (eV/Å):
0.0 0.0 0.1
-0.1 0.0 -0.1
-0.1 0.0 -0.1
0.2 0.1 0.3
0.2 -0.8 -1.1
-0.2 0.8 1.1
0.1 0.1 0.0
-0.1 0.1 0.0
0.0 -0.1 -0.1
0.1 0.1 0.1
-0.1 0.0 -0.1
0.0 -0.1 0.0
-0.1 0.0 0.0

HOMO energy ... -10.06 eV
Calculated total energy ... -286.580443 Ha
HOMO-LUMO gap ... 0.41094 hartree
Energy relative to the best compared isomer or geometry (same formula, charge and spin) ... 32.1 kcal per mole
LUMO ... 1.12 eV


Computed, not measured: a molecular structure, C7H6O3 at a distorted geometry, with ωB97M-V/def2-TZVPD.

Each line ends with the Löwdin charge.
Element x y z (Å)
C (1.2244, 1.7467, 0.9213)  -0.003
C (0.5700, 0.8984, 1.7865)  -0.070
C (-0.4187, 2.7439, -1.6697)  -0.429
C (0.9956, 0.6625, 0.1697)  0.019
C (0.0701, -0.5727, 0.4917)  -0.559
C (0.9674, -1.7761, 0.4329)  -0.025
C (-1.2021, -0.6886, -0.3494)  -0.023
O (0.3263, 3.6141, -1.5420)  0.216
O (-1.2411, 1.9525, -1.8901)  0.171
O (-0.1316, -0.2181, 1.8817)  0.044
H (0.5952, -2.6986, 1.0383)  0.132
H (1.9092, -1.5439, 0.9713)  0.104
H (1.1011, -1.9831, -0.5862)  0.073
H (-1.1084, -0.8925, -1.4634)  0.106
H (-1.8079, 0.3259, -0.3451)  0.106
H (-1.8496, -1.5703, 0.1523)  0.137

Forces on the atoms, in the same order (eV/Å):
2.4 3.4 -0.1
-1.1 -1.5 -0.5
-0.4 0.6 -0.6
-2.2 -1.4 0.1
0.9 -0.3 -0.3
-0.1 -1.3 3.1
-2.7 0.4 0.7
0.3 -0.1 0.2
0.1 -0.3 0.2
-0.7 -0.4 -0.3
0.0 1.6 -1.4
-0.3 -0.1 -0.7
0.6 -0.6 -1.3
0.6 0.0 1.6
1.1 -2.2 0.4
1.3 2.1 -1.2

HOMO energy ... -8.06 eV
Calculated total energy ... -495.802118 Ha
HOMO-LUMO gap ... 0.29323 hartree
Energy relative to the best compared isomer or geometry (same formula, charge and spin) ... 163.0 kcal per mole
LUMO ... -0.08 eV


Number 1 is which compound? C32H55BN2P3Pt


Among the records above, which one has the highest calculated total energy? H4O2


The lowest energy relative to the best compared isomer or geometry (same formula, charge and spin) belongs to which entry? C32H55BN2P3Pt


Which formula does entry 5 have? C7H6O3